i | 73
Properties=species:S:1:pos:R:3 method="wB97M-V/def2-TZVPD" charge=+1 multiplicity=3 lumo_ha="-0.0613 / -0.0736" s2=2.00 orbital_gap_ev="8.9 / 8.7"
Pt -18.8022 -7.5257 15.8291
C -18.5233 -5.6875 12.1997
C -18.5391 -6.3449 13.5419
O -18.2628 -5.6916 14.5877
O -18.9337 -7.5454 13.6819
H -17.4993 -5.4508 11.9167
H -19.1088 -4.7728 12.2312
H -18.9587 -6.3692 11.4715
C -18.2656 -14.0122 13.9050
C -19.3008 -12.9786 14.2057
C -19.9291 -13.0994 15.6123
O -19.7644 -11.8143 16.1970
C -19.0418 -11.0266 15.3695
O -18.7592 -9.8981 15.6261
O -18.6633 -11.6836 14.2742
H -17.8524 -13.8524 12.9058
H -18.7284 -15.0002 13.8463
H -17.4536 -13.9970 14.6269
H -20.0725 -12.9303 13.4405
H -19.4545 -13.8720 16.2170
H -20.9885 -13.3457 15.5322
C -20.1271 -7.8848 22.5919
C -19.8448 -8.8099 21.4465
C -21.0683 -9.3571 20.7005
O -20.6387 -9.3671 19.3315
C -19.5436 -8.5971 19.2030
O -19.0189 -8.3433 18.1665
O -19.1474 -8.1090 20.3924
H -20.4987 -8.4823 23.4285
H -20.8259 -7.0904 22.3401
H -19.2008 -7.4322 22.9464
H -19.2063 -9.6446 21.7435
H -21.9207 -8.6762 20.7420
H -21.3415 -10.3496 21.0427
C -23.8144 -4.6198 19.1246
C -22.4513 -4.1231 18.7282
C -21.3585 -4.3432 19.7791
O -20.2461 -4.8118 19.0219
C -20.6744 -5.2129 17.8073
O -19.9830 -5.7781 17.0181
O -21.9610 -4.8957 17.6168
H -23.8081 -5.6469 19.4928
H -24.4791 -4.6046 18.2560
H -24.2894 -3.9788 19.8677
H -22.5137 -3.0810 18.4156
H -21.6489 -5.0740 20.5364
H -21.0869 -3.4163 20.2806
C -25.6690 -7.9501 15.4768
C -24.4843 -8.3773 16.3077
C -24.0147 -9.8179 16.0058
O -22.6160 -9.6895 15.7585
C -22.2749 -8.3923 15.6931
O -21.1753 -7.9953 15.4731
O -23.3322 -7.5996 15.9355
H -25.7863 -6.8677 15.5250
H -26.5761 -8.3991 15.8858
H -25.5509 -8.2397 14.4347
H -24.6614 -8.2506 17.3757
H -24.5139 -10.1883 15.1090
H -24.1609 -10.5332 16.8101
C -12.4183 -8.7687 17.2652
C -13.1654 -7.7907 16.3978
C -13.3520 -8.2731 14.9411
O -14.7632 -8.2011 14.7246
C -15.3852 -7.9620 15.8834
O -16.5701 -7.9790 16.0369
O -14.5212 -7.6761 16.8650
H -11.3633 -8.8238 16.9906
H -12.8250 -9.7752 17.1543
H -12.4745 -8.4622 18.3088
H -12.6963 -6.8087 16.4268
H -13.0311 -9.3075 14.8121
H -12.8209 -7.6592 14.2186

ii | 73
Properties=species:S:1:pos:R:3 method="wB97M-V/def2-TZVPD" charge=+1 multiplicity=3 lumo_ha="-0.2550 / -0.2607" s2=2.02 orbital_gap_ev="5.2 / 5.1"
Pt -1.6916 1.0111 -1.9749
C -3.4252 1.7352 -8.0678
C -3.0622 1.6848 -6.6030
O -3.8785 1.1936 -5.7646
O -1.9200 1.9012 -6.1280
H -4.1585 2.5245 -8.2331
H -3.7977 0.7869 -8.4552
H -2.4850 1.9577 -8.5723
C 6.1344 7.7191 -0.6989
C 5.9938 6.1847 -1.0990
C 6.1672 5.2850 0.1410
O 5.0170 4.5159 0.1498
C 4.1527 4.9085 -0.8239
O 3.0458 4.3693 -0.9155
O 4.5934 5.9502 -1.4524
H 6.0195 8.3379 -1.5889
H 7.1675 7.9646 -0.4526
H 5.4308 8.0888 0.0471
H 6.6378 5.8464 -1.9108
H 6.3366 5.8536 1.0554
H 7.0723 4.7010 -0.0264
C -0.9205 -4.0058 7.0599
C -0.0969 -2.8378 6.4875
C 1.1878 -3.2010 5.7618
O 1.0188 -2.3051 4.6325
C -0.1505 -1.8026 4.4956
O -0.5474 -1.1511 3.5548
O -0.8996 -2.2476 5.4916
H -0.3602 -4.2666 7.9578
H -1.1333 -4.8582 6.4148
H -1.8830 -3.6743 7.4496
H 0.1503 -2.0471 7.1958
H 1.1612 -4.1810 5.2853
H 2.0404 -3.0882 6.4314
C -1.9443 -8.7293 0.3983
C -3.0830 -7.7958 0.0231
C -3.6649 -7.1003 1.2981
O -3.8320 -5.8000 0.8057
C -3.0995 -5.5638 -0.2965
O -2.9612 -4.4257 -0.7373
O -2.5815 -6.6918 -0.7528
H -1.1384 -8.3258 1.0114
H -1.4373 -9.0296 -0.5186
H -2.2299 -9.6866 0.8343
H -3.8190 -8.3357 -0.5726
H -3.0399 -7.1727 2.1882
H -4.6258 -7.5498 1.5486
C 5.2162 -6.4530 -3.6569
C 4.6842 -5.5710 -2.5266
C 5.6689 -4.3635 -2.2077
O 4.7950 -3.2673 -2.3592
C 3.6466 -3.5891 -2.8769
O 2.6754 -2.8312 -2.9741
O 3.5844 -4.9275 -3.0250
H 4.4169 -7.0864 -4.0417
H 5.9612 -7.1000 -3.1937
H 5.6409 -5.9113 -4.5021
H 4.4384 -6.0824 -1.5960
H 6.4509 -4.3685 -2.9670
H 6.1551 -4.3445 -1.2323
C -6.0350 9.0607 2.6221
C -6.3848 8.3320 1.3106
C -5.7010 8.9378 0.1083
O -4.9976 7.9529 -0.4850
C -4.9142 6.8973 0.2623
O -4.2537 5.8587 0.0668
O -5.7911 7.0435 1.2963
H -6.4693 10.0535 2.7395
H -4.9646 9.2454 2.7131
H -6.3969 8.4619 3.4579
H -7.4627 8.2986 1.1520
H -4.9826 9.7083 0.3880
H -6.4403 9.3984 -0.5469

Most stable = i

i | 17
Properties=species:S:1:pos:R:3 method="wB97M-V/def2-TZVPD" charge=+1 lumo_ha="-0.1857 / -0.1893" orbital_gap_ev="7.7 / 7.5"
C 0.3916 -0.1987 1.1218
C -1.0442 -0.3931 1.7297
C -0.5347 -0.5188 -1.0584
C 1.5344 0.8251 -0.8552
N 0.2198 0.3727 -0.2186
O -1.3404 0.1330 -1.9479
S -2.0098 -1.5591 0.8246
H 0.9093 0.4970 1.7583
H 0.8581 -1.2188 0.9607
H -0.6535 -0.7485 2.7567
H -1.6756 0.4681 2.0853
H -0.0255 -1.4017 -1.3616
H 2.2218 0.0335 -1.0486
H 1.3003 1.2189 -1.8575
H 2.1186 1.6399 -0.2905
H -0.4399 1.1652 -0.0600
H -1.8304 -0.3146 -2.5388

ii | 17
Properties=species:S:1:pos:R:3 method="wB97M-V/def2-TZVPD" charge=+1 lumo_ha=-0.1284 orbital_gap_ev=9.7
C -1.4877 -0.8709 0.2398
C 0.7453 -1.6521 -0.2846
C 0.3377 -0.1926 -0.0942
C -0.1379 1.8707 -1.1698
N 0.7197 0.2437 1.3205
O 0.6415 0.6778 -1.0433
S -0.5800 -2.3636 0.7715
H -2.0402 -0.3506 1.0061
H -1.9777 -0.9708 -0.7150
H 0.5976 -1.9395 -1.3250
H 1.7538 -1.9188 0.0262
H -0.2440 2.3953 -0.2189
H -1.1226 1.6256 -1.5703
H 0.3971 2.5031 -1.8744
H 1.7263 0.4578 1.3672
H 0.4856 -0.5747 1.9211
H 0.1854 1.0598 1.6432

iii | 17
Properties=species:S:1:pos:R:3 method="wB97M-V/def2-TZVPD" charge=+1 lumo_ha=-0.1240 smiles="C=C([NH2+]CS)OC" orbital_gap_ev=10.6
C -1.2298 0.9937 -1.2252
C -0.8897 -0.0118 -0.3724
N -0.2065 0.5038 1.0513
C 1.3494 0.4250 1.3767
S 1.7661 1.0533 2.9715
O -0.7756 -1.3656 -0.4619
C -0.4642 -1.8368 -1.7579
H -1.8869 0.7396 -2.0414
H -1.4637 1.8701 -0.6643
H -0.5529 1.4139 1.1822
H -0.5344 -0.1489 1.7661
H 1.4149 -0.6375 1.2543
H 1.8603 0.9542 0.5602
H 2.5415 2.0441 2.6037
H -0.6806 -2.9021 -1.7901
H 0.6642 -1.8193 -1.9348
H -0.9122 -1.2758 -2.5180

Most stable = ii

i | 9
Properties=species:S:1:pos:R:3 method="wB97M-V/def2-TZVPD" lumo_ha=-0.0217 orbital_gap_ev=8.5
S -2.9569 -0.8743 -0.1262
C -1.5151 -0.2613 0.2484
S -0.7265 0.9306 -0.6924
C 0.8025 1.0656 0.1565
N 1.7276 0.2103 0.3064
S 1.7929 -1.3196 -0.3673
H -0.9049 -0.5501 1.0973
H 0.9671 2.0810 0.6696
H 0.8133 -1.2821 -1.2921

ii | 9
Properties=species:S:1:pos:R:3 method="wB97M-V/def2-TZVPD" lumo_ha=-0.0116 orbital_gap_ev=8.3
C -0.0013 -2.0540 1.5624
C -0.8388 1.4047 -0.0854
N 1.0178 0.0771 -1.2903
S 1.4634 -1.5334 1.8622
S -1.3994 -2.1794 0.8338
S -0.0563 1.2029 -1.5515
H -1.4324 2.3534 0.0598
H -0.4884 0.7193 0.5919
H 1.7353 0.0093 -1.9829

Most stable = i